1.
Density functional theory data (ωB97M-V with the def2-TZVPD basis set) for an isolated molecule of C5H8O in a non-equilibrium geometry.

Last column: Mulliken charge in e.
Geometry (Å):
C  -1.883  0.667  -0.111  -1.22
C  -0.371  0.792  -0.261  0.26
C  0.283  -0.227  -1.245  -0.53
C  1.023  -1.074  -0.522  -0.22
C  0.992  -0.762  0.959  -0.40
O  0.307  0.545  1.003  -0.42
H  -2.274  1.410  0.606  0.31
H  -2.192  -0.321  0.152  0.32
H  -2.411  0.798  -1.083  0.33
H  -0.139  1.824  -0.446  0.27
H  0.119  -0.281  -2.286  0.45
H  1.593  -1.936  -0.891  0.36
H  0.535  -1.581  1.581  0.23
H  2.046  -0.648  1.421  0.25

Atoms 1-2, force components in eV/Å:
C -0.4360 0.5576 -0.8676
C 0.4763 -1.1076 0.2371

Output
- E_LUMO: 1.104 eV
- Energy relative to the best compared isomer or geometry (same formula, charge and spin): 31.5 kcal/mol
- E_tot: -7360.890 eV
- Kohn-Sham gap: 0.3799 Eh
- Structure (SMILES): C[C@@H]1C=CCO1


2.
Density functional theory data (ωB97M-V with the def2-TZVPD basis set) for a cluster of 2 separate species, H4N2O2Si in total in a non-equilibrium geometry.

Last column: Mulliken charge in e.
Geometry (Å):
N  1.006  0.961  0.173  -0.29
N  -1.450  -0.058  -0.118  0.84
O  -1.793  1.043  -0.540  -0.56
O  -2.243  -0.885  0.301  -0.53
Si  0.347  -0.529  0.087  0.10
H  1.987  1.032  0.487  0.25
H  0.385  1.739  0.011  0.29
H  0.466  -1.288  1.341  -0.01
H  1.294  -2.015  -1.744  -0.09

Atoms 1-2, force components in eV/Å:
N 1.4852 0.5680 0.4066
N -0.9244 0.1813 0.0042

Output
- E_LUMO (alpha / beta): -1.186 / -1.178 eV
- Energy relative to the best compared isomer or geometry (same formula, charge and spin): 72.0 kcal/mol
- E_tot: -15012.542 eV
- Kohn-Sham gap (alpha / beta): 0.3002 / 0.2994 Eh


3.
Density functional theory data (ωB97M-V with the def2-TZVPD basis set) for an isolated molecule of CH3FO3 in a non-equilibrium geometry.

Last column: Mulliken charge in e.
Geometry (Å):
O  -0.294  0.774  -0.996  -0.52
C  -0.119  -0.134  -0.003  0.89
O  -0.107  0.551  1.171  -0.53
O  0.931  -0.980  -0.231  -0.54
F  -1.179  -1.025  -0.076  -0.29
H  -0.885  1.383  -0.643  0.29
H  0.369  0.106  1.933  0.33
H  1.284  -0.675  -1.155  0.36

Atoms 1-2, force components in eV/Å:
O 1.8466 -1.5331 -1.2244
C -0.2569 -1.5222 -0.4058

Output
- E_LUMO: 0.562 eV
- Energy relative to the best compared isomer or geometry (same formula, charge and spin): 16.9 kcal/mol
- E_tot: -9945.670 eV
- Kohn-Sham gap: 0.4519 Eh
- Structure (SMILES): OC(O)(O)F


4.
Density functional theory data (ωB97M-V with the def2-TZVPD basis set) for a structure of composition C19H31BrClGeO9W in a non-equilibrium geometry.

Last column: Löwdin spin population.
Geometry (Å):
W  -0.383  -1.150  -0.376  0.00
C  -4.383  -0.681  -0.673  0.00
C  -3.459  -0.180  0.416  0.00
C  -3.350  -1.171  1.557  0.00
C  -3.875  1.188  0.920  0.00
O  -2.108  0.009  -0.243  0.00
Ge  -0.739  1.395  0.255  0.00
O  -0.269  -1.322  1.419  0.00
C  0.535  -1.840  2.577  0.00
C  1.092  -0.650  3.333  0.00
C  1.636  -2.758  2.076  0.00
C  -0.458  -2.604  3.433  0.00
O  -0.073  0.676  -1.380  0.00
C  -0.503  1.081  -2.797  0.00
C  0.770  1.595  -3.428  0.00
C  -1.026  -0.136  -3.526  0.00
C  -1.567  2.150  -2.651  0.00
H  -5.365  -0.868  -0.238  0.00
H  -4.494  0.063  -1.464  0.00
H  -4.019  -1.608  -1.109  0.00
H  -4.349  -1.373  1.941  0.00
H  -2.927  -2.123  1.232  0.00
H  -2.747  -0.773  2.374  0.00
H  -4.837  1.112  1.424  0.00
H  -3.154  1.588  1.640  0.00
H  -3.979  1.898  0.096  0.00
H  1.877  -0.153  2.766  0.00
H  0.304  0.076  3.546  0.00
H  1.505  -1.007  4.275  0.00
H  2.076  -2.390  1.148  0.00
H  2.418  -2.813  2.832  0.00
H  1.255  -3.760  1.887  0.00
H  -1.168  -1.931  3.916  0.00
H  -1.004  -3.328  2.830  0.00
H  0.099  -3.138  4.202  0.00
H  1.514  0.804  -3.495  0.00
H  0.545  1.956  -4.432  0.00
H  1.184  2.426  -2.851  0.00
H  -0.329  -0.970  -3.439  0.00
H  -2.007  -0.435  -3.156  0.00
H  -1.123  0.100  -4.586  0.00
H  -1.190  3.006  -2.078  0.00
H  -1.859  2.514  -3.636  0.00
H  -2.456  1.753  -2.158  0.00
O  -2.861  -4.266  -0.750  0.00
Cl  -1.542  -3.849  -1.084  0.00
O  -0.726  -3.663  0.135  0.00
O  -1.671  -2.284  -1.474  0.00
O  0.794  -2.026  -1.185  0.00
Br  1.911  3.105  1.683  0.22
C  3.398  2.680  0.744  0.24
C  4.471  3.633  0.897  0.11
C  5.635  3.460  0.220  0.03
C  5.772  2.321  -0.597  0.27
C  4.713  1.385  -0.739  0.08
C  3.512  1.531  -0.099  0.05
C  2.470  0.420  -0.444  0.00
O  2.722  -0.193  -1.450  0.00
O  1.489  0.201  0.398  0.00
H  4.323  4.480  1.553  0.00
H  6.444  4.171  0.316  0.00
H  6.697  2.152  -1.133  0.01
H  4.843  0.517  -1.372  0.00

Atoms 1-2, force components in eV/Å:
W 2.1471 -3.3216 -1.7913
C 0.0557 0.0692 -0.1897

Output
- E_LUMO (alpha / beta): -7.974 / -10.274 eV
- Spin multiplicity: 2
- Charge: +2
- Energy relative to the best compared isomer or geometry (same formula, charge and spin): 71.2 kcal/mol
- E_tot: -179518.714 eV
- Kohn-Sham gap (alpha / beta): 0.2986 / 0.2139 Eh


5.
Density functional theory data (ωB97M-V with the def2-TZVPD basis set) for a cluster of 2 separate species, C8H8ClNO2 in total in a non-equilibrium geometry.

Last column: Löwdin spin population.
Geometry (Å):
C  2.454  0.829  1.081  0.05
C  2.996  -0.301  0.421  0.16
C  1.129  1.146  0.927  0.11
C  2.377  -0.971  -0.604  0.02
C  0.392  0.338  0.029  0.09
C  0.996  -0.677  -0.771  0.12
C  -0.965  0.232  -0.367  0.32
C  -3.171  0.804  -0.113  0.01
N  -1.178  -0.613  -1.479  0.17
O  0.107  -1.288  -1.642  0.10
O  -1.840  0.956  0.230  0.11
Cl  -1.696  -1.919  1.004  0.68
H  2.955  1.338  1.833  0.00
H  3.960  -0.605  0.789  0.01
H  0.512  1.812  1.439  0.01
H  2.916  -1.820  -0.962  0.00
H  -3.147  0.754  -1.185  0.00
H  -3.732  1.548  0.303  0.00
H  -3.271  -0.138  0.388  0.00
H  -1.796  -1.421  -1.320  0.02

Atoms 1-2, force components in eV/Å:
C -1.5622 -1.3528 -0.7225
C 0.8404 1.7364 0.9723

Output
- E_LUMO (alpha / beta): 0.815 / -3.918 eV
- Spin multiplicity: 3
- Energy relative to the best compared isomer or geometry (same formula, charge and spin): 0.0 kcal/mol
- E_tot: -26526.885 eV
- Kohn-Sham gap (alpha / beta): 0.2379 / 0.1817 Eh


6.
Density functional theory data (ωB97M-V with the def2-TZVPD basis set) for an isolated molecule of C2H4FNO3 in a non-equilibrium geometry.

Last column: Mulliken charge in e.
Geometry (Å):
C  1.290  -0.096  -1.467  -0.54
O  0.071  0.690  -0.684  -0.31
N  -0.456  -0.016  0.387  0.35
O  -0.491  -1.406  0.767  -0.42
C  -1.222  0.627  1.261  0.52
O  -1.474  0.224  2.386  -0.58
F  -1.990  1.705  0.801  -0.23
H  0.892  -0.502  -2.477  0.26
H  1.967  -0.761  -1.024  0.31
H  1.728  0.838  -1.711  0.28
H  -0.315  -1.304  1.761  0.37

Atoms 1-2, force components in eV/Å:
C -3.6499 2.3816 -2.2069
O 2.2607 -3.6480 -1.4917

Output
- E_LUMO: 0.483 eV
- Energy relative to the best compared isomer or geometry (same formula, charge and spin): 69.1 kcal/mol
- E_tot: -12483.344 eV
- Kohn-Sham gap: 0.3599 Eh
- Structure (SMILES): CON(O)C(=O)F


Which value of energy relative to the best compared isomer or geometry (same formula, charge and spin) does entry 3 give? 16.9 kcal/mol


Number 6 is which compound? C2H4FNO3